Record 1
C22H53BBrNO17P3 | wB97M-V/def2-TZVPD

Atoms and positions in Å:
C: 1.1622 1.7669 -1.4727
C: 1.2476 0.6461 -2.6851
O: 0.9440 -0.7358 -2.2369
C: -0.4356 -0.8432 -1.7200
C: -0.9536 -2.4086 -1.5294
O: -2.3120 -2.5263 -0.9785
C: -2.3663 -2.2182 0.4587
C: -3.5121 -1.0425 0.5182
C: -2.9309 0.4895 0.5630
O: -1.8139 0.9047 1.1661
N: -3.7889 1.5636 -0.1158
C: -3.2192 1.9768 -1.4546
C: -3.9206 2.7297 0.8387
C: -3.0473 -3.3683 1.4645
O: -2.6161 -2.8104 2.7896
B: -1.1591 -2.6783 2.5907
C: -0.2927 -1.5944 3.4730
Br: -0.5059 -1.7513 5.4574
C: 1.2967 -1.7806 2.9866
C: 1.8414 -0.4905 2.1070
O: -1.1074 -2.0515 1.2229
H: 1.7659 2.7477 -1.6791
H: -0.0014 1.9626 -1.2994
H: 1.5152 1.1918 -0.4882
H: 2.2934 0.7479 -3.2142
H: 0.4219 0.9321 -3.4783
H: -0.4377 -0.3652 -0.6519
H: -1.1920 -0.2265 -2.3811
H: -0.1572 -3.0902 -0.9741
H: -1.0090 -2.8491 -2.6378
H: -4.1849 -1.1818 1.4846
H: -4.2488 -1.1800 -0.4057
H: -2.9345 1.0782 -2.1645
H: -2.3357 2.7731 -1.3641
H: -4.0956 2.5566 -2.0208
H: -3.9313 2.3383 1.9420
H: -4.8958 3.3682 0.6737
H: -2.9903 3.4276 0.6610
H: -2.8157 -4.4941 1.2456
H: -4.2258 -3.3666 1.5684
H: -0.7460 -3.7758 2.7121
H: -0.6103 -0.5056 3.1013
H: 2.0067 -2.0415 3.8797
H: 1.3348 -2.7100 2.2393
H: 1.2356 0.4959 2.3023
H: 1.8543 -0.7287 0.9439
H: 2.9834 -0.3333 2.4049
C: 1.7213 -4.2200 -9.0859
O: 2.1569 -3.2093 -8.1972
P: 1.4584 -3.3541 -6.6211
O: 1.6763 -1.8486 -6.4247
O: 2.7812 -4.1945 -6.1065
C: 4.0729 -3.6544 -6.3188
O: 0.7599 -3.4988 -5.0450
C: 1.3222 -2.7577 -3.9745
H: 2.2088 -4.0741 -10.0527
H: 1.9842 -5.2058 -8.6949
H: 0.6378 -4.1496 -9.2193
H: 4.0624 -2.5621 -6.3708
H: 4.4888 -4.0638 -7.2432
H: 4.7164 -3.9537 -5.4857
H: 0.9881 -1.7186 -4.0202
H: 2.4142 -2.8058 -3.9843
H: 0.9657 -3.1888 -3.0360
C: -8.4359 7.6479 2.0325
O: -7.1999 7.2180 2.5694
P: -5.9293 7.1950 1.3953
O: -5.2171 6.1301 2.2387
O: -5.4599 8.7046 1.8665
C: -5.2223 8.9614 3.2387
O: -4.6588 7.1721 0.2214
C: -3.3164 7.0613 0.6651
H: -9.1850 7.6491 2.8279
H: -8.3405 8.6576 1.6260
H: -8.7539 6.9585 1.2450
H: -4.9193 8.0623 3.7825
H: -6.1261 9.3787 3.6904
H: -4.4197 9.7008 3.3204
H: -3.0896 6.0238 0.9216
H: -3.1219 7.7144 1.5198
H: -2.6595 7.3604 -0.1550
C: 6.6843 -3.0789 6.3717
O: 5.8693 -3.2096 5.2229
P: 6.5094 -2.3782 3.8473
O: 5.0846 -2.2799 3.2879
O: 7.2294 -3.7709 3.3344
C: 6.4550 -4.9507 3.2171
O: 7.1494 -1.5470 2.4717
C: 6.6170 -1.8323 1.1885
H: 6.2278 -3.6355 7.1935
H: 7.6814 -3.4801 6.1750
H: 6.7565 -2.0242 6.6527
H: 5.3999 -4.7369 3.0246
H: 6.5510 -5.5390 4.1335
H: 6.8450 -5.5413 2.3824
H: 5.6657 -1.3125 1.0521
H: 6.4866 -2.9071 1.0389
H: 7.3182 -1.4612 0.4373

Forces on atoms 1 to 6 (eV/Å):
C -1.03 -1.69 0.55
C -0.71 1.32 -0.21
O -0.78 1.86 0.17
C -0.68 0.36 1.80
C 1.08 -0.55 -2.08
O 3.02 0.53 1.10

LUMO energy	-1.8	eV
HOMO	-4.625	eV
charge	-1
orbital gap	0.1039	Ha
E_tot	-5826.29212	Ha

Record 2
C22H53F3N7O8S | wB97M-V/def2-TZVPD

Atoms and positions in Å:
N: 3.5890 -0.3029 1.5562
C: 2.5431 -0.4127 2.5654
C: 1.4053 0.6335 2.4974
O: 1.7661 1.7630 3.2665
C: 1.0267 1.0470 1.0903
N: 0.5560 -0.0588 0.1773
C: -0.4864 -0.7552 0.6758
N: -0.2531 -1.7550 1.5132
N: -1.8413 -0.5183 0.3243
C: -2.3851 0.6743 1.0292
C: -3.4519 0.2998 2.0719
O: -3.0602 0.5412 3.4060
C: -4.6880 1.1297 1.8321
F: -5.5757 0.9980 2.7621
F: -5.2041 0.7689 0.6718
F: -4.3975 2.4164 1.7383
C: -1.9584 -0.4392 -1.1513
O: -0.6922 -0.3405 -1.7410
C: 0.0534 0.6118 -1.0505
C: 1.1750 1.1416 -1.9230
S: 1.2954 2.9289 -1.8423
O: 2.6191 3.2898 -1.5006
O: 0.3022 3.4332 -0.9436
H: 3.7854 0.6509 1.2894
H: 3.4324 -0.8986 0.7580
H: 2.1721 -1.4308 2.5383
H: 3.0201 -0.3031 3.5336
H: 0.5544 0.1997 3.0231
H: 2.2383 2.3755 2.6829
H: 1.9383 1.4307 0.6373
H: 0.3425 1.8878 1.1039
H: 0.3228 -2.5155 1.1591
H: -0.5810 -1.7542 2.4675
H: -1.6144 1.2622 1.5257
H: -2.8537 1.3669 0.3406
H: -3.7525 -0.7357 1.9162
H: -2.0987 0.4985 3.4342
H: -2.6541 0.3276 -1.4900
H: -2.3510 -1.3881 -1.4989
H: -0.6294 1.4293 -0.8008
H: 2.1212 0.7235 -1.5984
H: 0.9500 0.8681 -2.9477
H: 1.0429 3.4238 -3.0862
C: -1.3152 -5.5435 -0.5416
C: -1.3286 -4.3594 -1.5028
C: -1.1037 -4.7451 -2.9710
O: 0.2374 -5.0414 -3.2970
C: 0.6610 -6.3607 -2.9826
N: -0.3392 -3.3654 -1.0555
H: -0.3065 -5.9076 -0.3483
H: -1.7393 -5.2528 0.4209
H: -1.9095 -6.3714 -0.9288
H: -2.3223 -3.9036 -1.4373
H: -1.3679 -3.8820 -3.5900
H: -1.7676 -5.5629 -3.2741
H: -0.1447 -7.0871 -3.1127
H: 1.0523 -6.4136 -1.9643
H: 1.4723 -6.6168 -3.6621
H: -0.4210 -2.5405 -1.6427
H: 0.5816 -3.7336 -1.2906
C: 8.6858 -0.4396 3.9849
C: 8.5234 -0.9524 2.5574
C: 8.3485 0.1624 1.5157
O: 7.0569 0.7450 1.4978
C: 6.8415 1.7415 2.4798
N: 7.4122 -1.9101 2.5194
H: 7.7403 -0.1127 4.4172
H: 9.0707 -1.2324 4.6260
H: 9.3894 0.3942 4.0271
H: 9.4410 -1.4893 2.3007
H: 8.4806 -0.2798 0.5245
H: 9.1197 0.9361 1.6187
H: 7.7440 2.3257 2.6753
H: 6.4751 1.2930 3.4065
H: 6.0662 2.4153 2.1100
H: 7.3707 -2.3305 1.5948
H: 6.5475 -1.3767 2.5834
C: -7.0461 2.5173 -3.6295
C: -6.4419 2.5808 -2.2305
C: -6.9171 3.7851 -1.4051
O: -6.3172 5.0150 -1.7602
C: -6.8969 5.6691 -2.8773
N: -4.9761 2.5469 -2.3393
H: -6.5882 3.2334 -4.3111
H: -6.8941 1.5271 -4.0598
H: -8.1202 2.7072 -3.6027
H: -6.7630 1.6799 -1.6995
H: -6.6284 3.6132 -0.3638
H: -8.0107 3.8707 -1.4173
H: -7.9774 5.5109 -2.9245
H: -6.4299 5.3410 -3.8086
H: -6.7068 6.7364 -2.7700
H: -4.5838 2.4887 -1.4025
H: -4.6777 3.4616 -2.6704

Forces on atoms 1 to 6 (eV/Å):
N -0.31 -0.08 0.27
C 0.52 0.01 -0.47
C 0.34 -0.90 0.64
O -0.15 0.46 -0.79
C 1.43 -0.26 0.65
N -1.66 1.04 -0.80

LUMO energy	-5.1	eV
HOMO	-10.784	eV
charge	+1
orbital gap	0.2094	Ha
E_tot	-2552.62471	Ha

Record 3
C22H53N15O2Os | wB97M-V/def2-TZVPD

Atoms and positions in Å:
Os: 0.6931 0.1583 -0.1181
C: -6.1016 1.6067 -0.7133
N: -4.7290 1.8532 -0.2585
C: -4.6255 2.9711 0.6793
C: -3.7192 1.0229 -0.5601
N: -2.4488 1.3276 -0.6903
C: -1.9951 2.7069 -0.7580
C: -0.5738 2.7320 -1.2955
N: 0.5205 2.2876 -0.3491
C: 0.3706 2.8087 1.0394
C: -0.4629 1.8238 1.8226
N: 0.1179 0.4500 1.6803
C: 0.5012 -0.2125 2.8894
N: 0.3386 -1.5252 2.9797
C: 1.1956 -2.3509 3.8457
C: -0.8184 -2.2248 2.4120
N: 0.9587 0.4735 3.9246
C: 0.6043 0.1166 5.3118
C: 1.8761 1.6101 3.8073
C: 1.8238 2.7659 -0.9372
C: 2.8768 1.6783 -0.8055
N: 2.2257 0.4340 -1.2701
C: 3.0052 -0.4675 -2.0253
N: 2.3478 -1.2489 -2.8941
C: 2.8940 -2.5439 -3.3226
C: 1.2874 -0.7249 -3.7652
N: 4.3177 -0.5260 -1.9062
C: 5.1906 -0.7745 -3.0723
C: 5.0487 -0.3330 -0.6438
N: -4.0205 -0.3297 -0.7857
C: -4.8445 -1.0485 0.1839
C: -4.0243 -0.8520 -2.1461
H: -6.5112 2.5493 -1.0757
H: -6.1244 0.8918 -1.5292
H: -6.7371 1.2663 0.1052
H: -5.4595 2.9070 1.3779
H: -3.7050 2.9210 1.2514
H: -4.6940 3.9347 0.1725
H: -2.6012 3.3122 -1.4418
H: -2.0392 3.2294 0.1974
H: -0.5060 2.1005 -2.1831
H: -0.3454 3.7559 -1.6027
H: 1.3705 2.8655 1.4670
H: -0.0509 3.8150 1.0634
H: -0.5692 2.1301 2.8614
H: -1.4625 1.7478 1.4004
H: 2.0975 -1.8080 4.1096
H: 0.6741 -2.6696 4.7482
H: 1.4738 -3.2440 3.2870
H: -1.2865 -1.6324 1.6307
H: -0.5045 -3.1946 2.0279
H: -1.5517 -2.4073 3.1997
H: -0.2393 -0.5667 5.3243
H: 1.4479 -0.3194 5.8454
H: 0.3172 1.0373 5.8190
H: 2.3263 1.6330 2.8191
H: 1.3800 2.5561 4.0287
H: 2.6740 1.4769 4.5373
H: 1.6638 2.9765 -1.9931
H: 2.1579 3.6928 -0.4696
H: 3.7407 1.9719 -1.4023
H: 3.2144 1.5550 0.2263
H: 3.5587 -2.9414 -2.5595
H: 2.0559 -3.2269 -3.4591
H: 3.4259 -2.4810 -4.2717
H: 0.8485 0.1733 -3.3391
H: 1.7001 -0.4744 -4.7443
H: 0.5289 -1.4933 -3.9178
H: 4.6499 -0.6023 -3.9978
H: 6.0137 -0.0636 -3.0131
H: 5.6093 -1.7798 -3.0566
H: 4.3844 -0.4321 0.2059
H: 5.8109 -1.1089 -0.5827
H: 5.5544 0.6323 -0.6268
H: -4.5173 -0.8155 1.1968
H: -5.9127 -0.8358 0.1063
H: -4.7198 -2.1177 0.0131
H: -3.4081 -0.2229 -2.7897
H: -3.6567 -1.8842 -2.1588
H: -5.0282 -0.8831 -2.5799
N: -0.8655 -0.6953 -1.2908
N: -0.8291 -2.1063 -1.3681
C: 0.1606 -2.7838 -0.7590
N: 0.2403 -4.0926 -0.8428
N: 0.9756 -1.9399 -0.1107
N: 2.0534 -2.4085 0.6403
O: 2.2818 -3.5927 0.7224
O: 2.6977 -1.5314 1.1785
H: -1.7318 -0.3385 -0.8017
H: -0.8593 -0.3070 -2.2351
H: -1.5270 -2.5716 -1.9338
H: -0.4587 -4.6414 -1.3258
H: 0.9829 -4.5826 -0.3599

Forces on atoms 1 to 6 (eV/Å):
Os -1.57 -1.18 -2.28
C -0.08 0.05 0.07
N 0.00 -0.16 0.26
C 0.01 0.15 -0.12
C -0.24 0.19 -0.27
N -0.01 0.01 0.65

LUMO energy	-13.4	eV
HOMO	-18.400	eV
charge	+4
orbital gap	0.1833	Ha
relative energy (zero: lowest compared OMol25 entry of this formula, charge and spin)	92.8	kcal per mole
E_tot	-1931.00539	Ha